A 10-piece molecular cluster, H20O10 overall. Source: the Open Molecules 2025 dataset; level of theory: ωB97M-V/def2-TZVPD.

Structure (XYZ):
```
30
Properties=species:S:1:pos:R:3:forces:R:3
O 0.43590 -0.10760 0.56073 -1.6 -1.2 0.2
H -0.24910 0.57640 0.16473 -0.7 -0.1 -1.0
H 1.32090 0.23440 0.52773 1.6 0.4 -0.4
H 0.39990 -1.01260 0.13273 0.1 1.3 0.5
O -1.34710 1.17440 -0.98827 2.7 -2.5 -1.5
H -0.80210 0.56540 -1.62927 -1.9 1.6 1.8
O -3.25710 -0.47260 0.23573 -2.0 1.7 -0.8
H -4.08910 0.04540 -0.10027 2.5 -1.5 1.0
H -2.52710 0.18840 0.10973 -0.7 -0.5 -0.4
O -0.97610 -0.98160 3.28273 -0.1 1.3 1.2
H -0.11810 -0.89760 3.70273 0.1 0.0 0.0
H -0.92610 -1.72860 2.72073 0.0 -1.0 -1.1
O 1.19290 -0.41560 -2.55127 1.4 -2.1 0.7
H 1.52790 -1.35060 -2.79927 -1.5 2.7 -0.1
H 0.63090 0.03540 -3.18427 0.1 -0.6 -0.6
O 0.31090 3.18940 -1.57427 1.0 0.5 -0.1
H -0.44210 2.45640 -1.60527 1.6 1.6 2.1
H 0.80190 3.59040 -0.76527 -2.4 -2.0 -1.8
O 2.90090 0.80340 -0.27327 4.6 -4.1 4.9
H 2.92290 1.11940 -1.07727 -2.0 3.8 -7.1
H 3.85990 0.41340 -0.52827 -2.6 0.6 2.3
O 2.44190 -2.00860 0.27373 0.8 2.3 0.4
H 3.20990 -1.63260 -0.18727 -0.4 0.6 0.5
H 2.44890 -2.81560 -0.15627 -0.6 -3.2 -1.0
O -1.11410 -2.80060 1.11873 -2.1 3.1 -3.3
H -1.06510 -3.55260 1.59173 0.9 -4.2 2.8
H -2.03310 -2.93160 0.74173 1.3 1.1 0.3
O -1.59310 2.78140 0.98873 2.7 -2.0 1.1
H -1.62210 2.11740 0.27273 -0.4 0.9 -0.2
H -2.24410 3.41740 0.99473 -2.3 1.7 -0.5
```
Positions in Å, forces in eV/Å.

Properties
Kohn-Sham gap ... 8.30 eV
E_LUMO ... -0.65 eV
Maximum force ... 8.30 eV/Å
Relative energy (zero: lowest compared OMol25 entry of this formula, charge and spin) ... 154.6 kcal per mole

natural (NBO) atomic charge list, values in e, 2 entries:
1 O -0.8139
2 H 0.5658



A 10-piece molecular cluster, H20O10 overall. Source: the Open Molecules 2025 dataset; level of theory: ωB97M-V/def2-TZVPD.

Structure (XYZ):
```
30
Properties=species:S:1:pos:R:3:forces:R:3
O 7.51382 -16.94386 -9.57641 0.2 -0.1 -0.2
H 7.67613 -17.20500 -8.66994 0.1 -0.1 0.2
H 6.86890 -16.23953 -9.51144 -0.2 0.2 -0.1
O 7.81915 -21.67928 -18.31720 0.1 -0.2 0.1
H 7.12967 -21.02079 -18.23210 -0.3 0.2 0.1
H 8.27384 -21.44741 -19.12698 0.1 0.0 -0.2
O 6.90117 -18.67770 -14.29743 0.0 -0.2 0.1
H 6.77872 -18.50281 -15.23052 0.0 0.0 -0.3
H 7.00568 -17.81197 -13.90269 0.0 0.3 0.2
O 4.55444 -22.40132 -14.19875 -0.2 -0.1 0.1
H 4.64713 -21.44903 -14.22648 0.0 0.3 0.0
H 5.23658 -22.72605 -14.78650 0.2 -0.1 -0.1
O 7.20785 -21.30613 -9.78558 0.1 -0.2 0.2
H 6.86724 -20.44320 -9.54990 -0.1 0.2 0.0
H 7.31603 -21.27007 -10.73597 0.0 0.0 -0.3
O 4.07892 -19.40478 -18.49934 0.2 -0.1 0.1
H 3.86957 -19.28165 -19.42521 -0.1 0.0 -0.3
H 3.60564 -18.70393 -18.05100 -0.1 0.1 0.2
O 11.37610 -20.86335 -13.28223 0.0 -0.3 -0.1
H 12.18199 -20.34689 -13.28961 0.2 0.1 0.0
H 10.68005 -20.22008 -13.14820 -0.2 0.2 0.1
O 11.06269 -17.10966 -11.39647 0.1 -0.1 -0.3
H 10.14248 -17.06980 -11.13597 -0.4 0.0 0.1
H 11.53109 -16.66141 -10.69227 0.1 0.1 0.2
O 5.87154 -15.61166 -17.66868 0.1 -0.1 0.3
H 4.96910 -15.50334 -17.96883 -0.2 0.1 0.0
H 6.40362 -15.46819 -18.45133 0.2 0.0 -0.2
O 8.15574 -14.75353 -13.90978 -0.2 0.0 0.2
H 9.08213 -14.98671 -13.97032 0.3 -0.1 0.0
H 7.75822 -15.14579 -14.68718 -0.2 0.0 -0.3
```
Positions in Å, forces in eV/Å.

Properties
Kohn-Sham gap ... 11.01 eV
E_LUMO ... -0.07 eV
Structure (SMILES) ... O.O.O.O.O.O.O.O.O.O
Maximum force ... 0.38 eV/Å
Relative energy (zero: lowest compared OMol25 entry of this formula, charge and spin) ... 82.5 kcal per mole

natural (NBO) atomic charge list, values in e, 2 entries:
1 O -0.9438
2 H 0.4708



A 10-piece molecular cluster, H20O10 overall. Source: the Open Molecules 2025 dataset; level of theory: ωB97M-V/def2-TZVPD.

Structure (XYZ):
```
30
Properties=species:S:1:pos:R:3:forces:R:3
O 1.79104 1.10741 -0.04500 0.4 0.6 0.2
H 1.95015 0.47728 -0.74464 -0.1 -0.3 0.3
H 0.91308 0.91209 0.28967 0.0 -0.1 -0.2
O 2.29637 -0.63698 -2.97853 0.0 0.7 -0.2
H 2.63178 0.05575 -3.56396 0.3 -0.4 -0.3
H 1.85948 -0.07023 -2.33765 -0.5 -0.4 0.2
O -1.15733 1.80110 3.32506 -0.1 0.2 0.0
H -2.08214 1.67466 3.08870 0.1 -0.1 0.0
H -1.04467 2.75812 3.35622 -0.1 0.0 0.1
O -1.22215 1.45597 -2.56589 0.4 -0.3 -0.4
H -0.48707 1.75660 -3.11424 -0.1 0.4 0.1
H -1.12318 0.49926 -2.65493 -0.2 -0.1 0.4
O 0.14781 -2.91547 1.48842 0.3 -0.7 -1.1
H 0.98192 -3.15812 1.05702 0.4 0.4 0.7
H -0.41183 -3.38134 0.84696 -0.9 0.2 0.5
O -1.89326 -2.24746 -2.46576 0.4 -0.8 -1.5
H -1.50933 -3.12370 -2.63527 -0.1 -0.1 0.9
H -1.98345 -2.05127 -3.41249 -0.4 0.8 0.3
O 1.66338 1.29297 3.39619 -0.2 0.0 0.0
H 0.77297 1.58455 3.15951 0.1 -0.1 0.0
H 1.46857 0.48362 3.88091 0.2 0.0 0.0
O -0.06408 -1.04500 -0.68286 0.2 0.5 0.0
H -0.01142 -1.91192 -1.08834 -0.2 0.0 -0.1
H -0.12998 -1.20958 0.26763 0.1 -0.3 -0.1
O -2.74355 -2.46247 0.24909 0.0 0.3 0.1
H -2.72438 -1.81927 -0.47172 0.1 -0.3 -0.2
H -2.65977 -1.90512 1.02956 0.0 -0.2 0.2
O 1.50409 4.31979 0.97158 -0.2 1.4 -0.8
H 1.06223 3.98439 1.74231 0.5 -0.8 0.2
H 2.20475 3.77438 0.61243 -0.2 -0.7 0.6
```
Positions in Å, forces in eV/Å.

Properties
Kohn-Sham gap ... 10.78 eV
E_LUMO ... -0.08 eV
Structure (SMILES) ... O.O.O.O.O.O.O.O.O.O
Maximum force ... 1.77 eV/Å
Relative energy (zero: lowest compared OMol25 entry of this formula, charge and spin) ... 82.8 kcal per mole

natural (NBO) atomic charge list, values in e, 2 entries:
1 O -0.9324
2 H 0.4532



A 10-piece molecular cluster, H20O10 overall. Source: the Open Molecules 2025 dataset; level of theory: ωB97M-V/def2-TZVPD.

Structure (XYZ):
```
30
Properties=species:S:1:pos:R:3:forces:R:3
H -0.03312 0.81560 -0.07044 -0.2 0.2 0.1
H 0.05699 -0.30982 -1.08796 0.1 0.2 0.1
H -3.76594 -1.93834 -1.71879 0.0 0.0 0.1
H -4.52152 -3.15061 -2.23796 0.0 0.0 0.1
H 3.77767 -1.60372 1.38718 0.3 -0.1 0.1
H 4.18463 -1.63456 -0.07688 0.3 0.0 0.5
H -2.05211 -0.73142 2.96529 0.0 0.1 -0.1
H -0.53629 -0.63460 3.01958 -0.4 -0.2 -0.1
H -5.02143 0.93786 0.51106 0.1 0.0 0.0
H -4.25699 1.42435 -0.70919 0.0 0.0 0.1
H 2.51696 1.82090 -2.27306 -0.1 -0.4 0.2
H 1.81884 3.14157 -2.55322 -0.1 -0.1 0.0
H 2.20791 -1.03567 2.72636 0.0 0.1 0.0
H 1.06329 -0.03895 2.64629 0.2 0.4 -0.2
H 0.25812 -2.09600 -0.44622 0.0 0.2 0.1
H 0.60882 -2.20323 -1.92120 0.2 -0.1 -0.1
H -1.72308 2.09446 0.39936 -0.1 -0.1 0.2
H -1.03799 3.26665 -0.28375 0.0 0.0 0.1
H 2.53064 -0.18549 -0.19255 0.1 0.1 -0.2
H 3.27120 -0.94750 -1.27927 -0.7 0.7 -0.3
O -0.46286 -0.00538 -0.33559 -0.8 1.2 0.4
O -4.27876 -2.69857 -1.42204 0.0 0.0 -0.2
O 3.97112 -1.02657 0.63989 1.4 -1.8 2.3
O -1.32880 -0.09656 2.91272 0.1 -0.1 0.2
O -4.16043 1.27415 0.23797 -0.1 0.0 -0.2
O 1.67135 2.18908 -2.55302 0.0 0.4 -0.1
O 1.89395 -0.27809 2.21992 -0.2 -0.2 0.2
O 0.86506 -1.74987 -1.11015 0.6 -1.8 -0.8
O -1.11541 2.82323 0.56852 0.1 0.1 -0.2
O 3.02644 -0.05536 -1.00879 -0.9 1.4 -2.6
```
Positions in Å, forces in eV/Å.

Properties
Kohn-Sham gap ... 9.89 eV
E_LUMO ... 0.15 eV
Structure (SMILES) ... O.O.O.O.O.O.O.O.O.O
Maximum force ... 3.23 eV/Å
Relative energy (zero: lowest compared OMol25 entry of this formula, charge and spin) ... 114.4 kcal per mole

natural (NBO) atomic charge list, values in e, 2 entries:
1 H 0.4828
2 H 0.4868



A 10-piece molecular cluster, H20O10 overall. Source: the Open Molecules 2025 dataset; level of theory: ωB97M-V/def2-TZVPD.

Structure (XYZ):
```
30
Properties=species:S:1:pos:R:3:forces:R:3
H -0.46203 0.98176 -0.44193 -1.0 -0.6 0.4
H -1.36275 0.15264 0.47026 -0.2 -1.3 3.9
H -3.31811 -1.59731 -0.78754 -0.5 -1.7 1.3
H -2.18128 -0.90637 -1.37415 -1.9 0.5 -0.5
H -3.08536 1.45835 4.49858 0.0 0.0 -0.1
H -3.62900 1.94913 3.11511 0.4 0.4 1.5
H 0.76230 -2.98433 0.82868 1.5 0.2 -1.4
H 2.13137 -3.09744 -0.04222 0.8 -0.6 0.5
H 0.65742 1.21777 2.11660 0.2 0.0 0.2
H 1.06574 2.59372 1.83178 0.7 1.1 -1.1
H 2.25083 0.48854 -0.19943 0.0 0.2 2.6
H 3.17892 0.59749 1.02551 -0.5 0.0 0.2
H 2.29187 -1.20518 -2.57407 -0.1 -0.2 0.1
H 3.26377 -0.56357 -3.58274 0.0 -1.6 1.7
H 2.86823 -2.42814 2.17259 -0.5 0.2 0.6
H 1.77690 -1.63515 2.97552 -1.9 -0.6 2.8
H -4.42485 0.78100 -2.68395 0.3 0.2 -0.1
H -3.00676 1.31775 -2.47957 0.6 1.8 -0.3
H 1.34724 1.30480 -1.83119 0.4 -0.1 1.1
H 0.47473 0.71154 -2.88275 -2.6 -3.3 -0.8
O -1.29851 0.46419 -0.37060 1.8 2.3 -4.0
O -3.18780 -0.93359 -1.44616 3.0 -5.6 3.5
O -3.40349 2.24239 4.03970 -0.4 -0.4 -1.4
O 1.25986 -2.74622 -0.00122 -2.4 0.3 0.3
O 0.73537 2.08133 2.53844 -1.0 -0.9 1.1
O 2.23573 0.69635 0.80475 0.6 -0.2 -3.3
O 3.20957 -1.27026 -2.85296 0.1 1.8 -1.6
O 2.35918 -1.61332 2.28202 2.6 0.2 -2.8
O -3.51715 0.53354 -2.45075 -2.1 4.5 -4.1
O 1.00803 1.40858 -2.69832 2.1 3.5 -0.4
```
Positions in Å, forces in eV/Å.

Properties
Kohn-Sham gap ... 8.63 eV
E_LUMO ... -0.24 eV
Structure (SMILES) ... O.O.O.O.O.O.O.O.O.O
Maximum force ... 7.30 eV/Å
Relative energy (zero: lowest compared OMol25 entry of this formula, charge and spin) ... 168.1 kcal per mole

natural (NBO) atomic charge list, values in e, 2 entries:
1 H 0.4717
2 H 0.4701



A 10-piece molecular cluster, H20O10 overall. Source: the Open Molecules 2025 dataset; level of theory: ωB97M-V/def2-TZVPD.

Structure (XYZ):
```
30
Properties=species:S:1:pos:R:3:forces:R:3
O -1.29209 1.81404 0.58885 -0.5 -0.3 0.0
H -1.66120 2.31852 1.32511 0.1 0.1 -0.2
H -2.03697 1.30472 0.24237 0.1 0.0 0.0
O 0.51279 3.98432 0.90567 -0.1 0.0 0.2
H 0.34537 3.06254 0.67187 0.3 0.1 0.0
H 0.55535 3.98994 1.86869 0.2 0.0 -0.1
O 1.84855 -3.99036 -1.82860 -0.5 0.0 0.1
H 1.45807 -4.73570 -2.29723 0.1 0.0 0.0
H 1.18968 -3.75081 -1.14454 0.6 -0.1 -0.3
O -0.82310 0.21938 3.28178 -0.2 -0.2 0.0
H -1.02556 -0.12134 2.40260 0.2 0.2 -0.1
H -1.24642 1.08133 3.31528 0.1 0.0 0.1
O -0.75112 3.21543 -1.92928 -0.2 -0.2 0.1
H -1.02733 2.78750 -1.10275 0.1 0.3 -0.3
H -1.56932 3.46867 -2.36854 0.1 0.0 0.0
O 2.44543 1.19172 0.83175 -0.2 0.3 0.0
H 2.20208 1.24194 -0.10100 0.2 -0.2 0.0
H 2.91687 2.01472 1.00484 0.0 -0.1 0.0
O 2.58211 -1.08423 -2.33987 -0.3 0.2 0.1
H 1.88790 -0.73569 -1.74396 0.5 -0.2 -0.5
H 2.22631 -1.92100 -2.66335 0.2 0.0 0.2
O 0.50377 -0.32250 -0.70886 -0.8 0.0 0.3
H 0.18796 -1.18254 -0.39464 0.2 0.1 -0.1
H 0.09557 0.32586 -0.11744 0.2 -0.1 0.0
O -2.12098 -1.38579 0.81635 -0.4 0.1 0.3
H -2.63133 -1.55640 1.62231 0.1 0.0 -0.1
H -2.78575 -1.22749 0.13335 0.1 -0.1 0.0
O -0.26935 -3.37988 -0.07342 -0.4 0.1 0.1
H -0.87442 -3.75043 -0.72803 0.0 0.1 0.1
H -0.84287 -2.87649 0.53065 0.2 -0.2 -0.2
```
Positions in Å, forces in eV/Å.

Properties
Kohn-Sham gap ... 8.80 eV
E_LUMO ... -0.91 eV
Structure (SMILES) ... O.O.O.O.O.O.O.O.O.O
Maximum force ... 0.81 eV/Å
Relative energy (zero: lowest compared OMol25 entry of this formula, charge and spin) ... 70.0 kcal per mole

natural (NBO) atomic charge list, values in e, 2 entries:
1 O -0.9649
2 H 0.4912



A 10-piece molecular cluster, H20O10 overall. Source: the Open Molecules 2025 dataset; level of theory: ωB97M-V/def2-TZVPD.

Structure (XYZ):
```
30
Properties=species:S:1:pos:R:3:forces:R:3
O 14.65988 7.99469 6.13967 1.9 0.5 1.7
H 15.19811 8.72004 5.78499 -0.2 -0.2 0.3
H 13.77684 8.13295 5.77234 0.1 0.0 0.4
O 15.98856 13.13434 5.26496 0.0 -0.6 -0.5
H 15.99866 12.18748 4.99339 0.1 0.4 0.5
H 16.67499 13.21285 5.93783 -0.1 0.0 0.0
O 14.94644 12.41878 2.72714 0.1 0.2 -0.6
H 15.22884 12.91761 3.50920 0.0 0.2 0.1
H 14.87493 13.06022 2.00635 -0.1 0.0 0.3
O 15.91482 10.28518 4.60880 0.7 -0.1 0.1
H 16.86648 10.02288 4.55512 -0.6 0.2 -0.2
H 15.54325 10.02779 3.75137 0.0 0.0 0.2
O 16.20431 11.32388 7.72385 0.0 0.0 -0.3
H 15.55738 11.12857 8.41039 0.1 -0.1 0.0
H 15.76354 11.07449 6.89961 -0.1 0.0 0.2
O 18.53528 9.60686 3.90096 0.2 -0.3 0.0
H 18.61896 8.64349 3.87177 0.0 0.2 0.0
H 18.77305 9.90168 3.01270 -0.2 0.0 0.1
O 13.96150 9.76628 2.35715 0.1 0.0 0.2
H 13.00858 9.91834 2.36337 0.1 0.0 0.0
H 14.35563 10.65427 2.38763 -0.3 0.1 -0.1
O 16.99537 11.14816 0.99825 0.0 0.1 0.3
H 16.38045 11.63415 1.57634 0.3 -0.2 0.0
H 17.83276 11.61853 1.07467 -0.1 0.1 -0.1
O 13.13521 7.77395 4.46193 -1.7 -0.1 -2.0
H 13.62249 6.94707 4.38016 0.0 0.1 0.0
H 13.70192 8.43749 4.04022 -0.2 -0.2 -0.4
O 18.67583 9.50420 7.45412 0.1 0.0 -0.2
H 19.07971 9.14655 6.65651 0.0 0.1 0.1
H 18.14559 10.25762 7.16125 -0.1 -0.1 0.3
```
Positions in Å, forces in eV/Å.

Properties
Kohn-Sham gap ... 9.78 eV
E_LUMO ... -0.10 eV
Structure (SMILES) ... O.O.O.O.O.O.O.O.O.O
Maximum force ... 2.68 eV/Å
Relative energy (zero: lowest compared OMol25 entry of this formula, charge and spin) ... 61.9 kcal per mole

natural (NBO) atomic charge list, values in e, 2 entries:
1 O -1.0037
2 H 0.4652



A 10-piece molecular cluster, H20O10 overall. Source: the Open Molecules 2025 dataset; level of theory: ωB97M-V/def2-TZVPD.

Structure (XYZ):
```
30
Properties=species:S:1:pos:R:3:forces:R:3
H 0.36130 -0.54807 0.68872 -0.2 0.7 0.2
H -0.59743 -1.76693 0.70915 0.5 0.3 -0.1
H 1.01096 -0.47454 -2.78497 -0.4 0.5 1.3
H 1.42390 0.84230 -2.18368 0.2 0.6 0.3
H 2.65462 2.60504 -0.39224 0.9 0.1 1.2
H 2.35826 3.40953 -1.71735 -0.3 -2.0 1.4
H -5.54790 -2.31115 -0.13048 -0.3 -0.4 0.4
H -4.44638 -1.89824 0.90126 0.4 -0.7 2.5
H -1.84565 -1.12020 -1.06355 -0.1 -0.2 0.2
H -1.25936 -0.98257 -2.45361 0.4 -1.9 2.4
H -2.82232 1.41922 0.34703 -1.6 1.8 -1.8
H -3.32356 1.85005 -1.09234 -0.3 0.2 0.8
H 2.47652 -2.41523 -1.68932 -0.1 0.1 0.3
H 2.71286 -2.08429 -0.16680 -0.6 -1.7 -1.8
H 5.07803 1.93030 0.76199 1.2 1.5 -0.1
H 4.04724 1.41778 1.78734 0.1 0.3 0.4
H -1.49479 3.06830 1.15127 -1.5 -0.3 0.4
H -3.00284 2.60955 1.44511 -1.2 0.2 -1.0
H 0.43443 -2.59790 2.97996 1.8 1.1 0.0
H 1.72067 -2.16290 2.30420 1.7 -0.6 -3.6
O 0.29522 -1.46916 0.47389 0.0 -1.0 0.5
O 0.84404 0.10238 -1.99362 0.5 -0.7 -1.7
O 2.19180 2.54771 -1.20345 -0.6 1.9 -2.8
O -4.76890 -1.79867 0.04977 -0.1 1.1 -2.9
O -1.18084 -1.56967 -1.59543 -1.2 1.7 -3.3
O -3.39643 2.12677 -0.15430 1.4 -2.9 -0.4
O 2.52417 -2.83885 -0.82369 0.8 1.4 1.4
O 4.49195 1.23897 0.96297 -1.3 -1.7 -0.3
O -2.20894 2.91789 1.80937 3.2 0.9 2.0
O 1.26935 -2.04745 3.07280 -3.5 -0.6 3.9
```
Positions in Å, forces in eV/Å.

Properties
Kohn-Sham gap ... 9.99 eV
E_LUMO ... -0.06 eV
Structure (SMILES) ... O.O.O.O.O.O.O.O.O.O
Maximum force ... 5.24 eV/Å
Relative energy (zero: lowest compared OMol25 entry of this formula, charge and spin) ... 123.0 kcal per mole

natural (NBO) atomic charge list, values in e, 2 entries:
1 H 0.4687
2 H 0.4598



The highest relative energy (zero: lowest compared OMol25 entry of this formula, charge and spin) belongs to which entry?
number 5